1.
{
  "formula": "C18H64N4O23S",
  "method": "ωB97M-V with the def2-TZVPD basis set",
  "symbols": ["S", "O", "O", "O", "O", "O", "O", "O", "O", "O", "O", "O", "O", "O", "O", "O", "O", "O", "O", "O", "O", "O", "O", "O", "N", "N", "N", "N", "C", "C", "C", "C", "C", "C", "C", "C", "C", "C", "C", "C", "C", "C", "C", "C", "C", "C", "H", "H", "H", "H", "H", "H", "H", "H", "H", "H", "H", "H", "H", "H", "H", "H", "H", "H", "H", "H", "H", "H", "H", "H", "H", "H", "H", "H", "H", "H", "H", "H", "H", "H", "H", "H", "H", "H", "H", "H", "H", "H", "H", "H", "H", "H", "H", "H", "H", "H", "H", "H", "H", "H", "H", "H", "H", "H", "H", "H", "H", "H", "H", "H"],
  "positions_angstrom": [[1.98292, 0.40730, 6.65360], [6.47446, -0.67457, -5.97558], [1.56610, -2.42749, -5.83460], [-2.09752, -1.17869, -3.04749], [-6.01588, 3.74524, 2.58073], [-8.91264, 3.31022, -3.91892], [-2.20834, 0.24966, 0.69698], [7.09842, -1.20771, -0.95016], [-6.38011, -0.73417, 3.00259], [1.98002, -4.18048, 4.58658], [4.27198, -2.12469, -6.85660], [5.43333, -1.55195, 6.41676], [-1.11560, 0.61903, 2.60884], [-6.42950, -1.37525, -2.02278], [1.38151, -2.00443, 3.15958], [3.90918, -4.58945, -3.47677], [-10.35030, 1.73160, 0.45129], [-0.33110, -2.94009, -2.52393], [-3.25993, 4.80954, 1.14457], [-3.31730, -1.55099, 3.65907], [6.62989, 0.08138, -3.33176], [0.71616, 3.80500, 1.94079], [6.89283, 2.90169, 3.72269], [-0.14888, 0.95759, -2.15730], [4.13639, 2.39451, 3.08867], [-0.04944, -0.46017, 1.02102], [4.71838, -2.10078, -3.64075], [2.00083, -0.02489, 4.08787], [-3.91700, 1.06655, -1.37138], [-6.25857, 1.51263, -2.02044], [-6.66154, 1.40812, -0.68125], [1.28517, -0.26535, 1.61413], [-3.34324, 0.99354, 1.09934], [-4.33949, 1.12511, -0.01290], [1.57479, -0.79688, 3.00243], [2.21755, -0.68502, -0.83060], [2.37719, -0.87759, 0.69387], [1.92060, 1.42147, 4.04340], [3.56405, -1.28042, -3.03135], [3.11432, 2.01109, 3.49992], [3.52195, -1.28689, -1.46568], [1.65167, 1.85868, 5.54813], [-1.17898, 0.12909, 1.52353], [2.48528, -0.64522, 5.29217], [-4.90918, 1.38653, -2.34569], [-5.70014, 1.24999, 0.30507], [-2.97438, -1.67815, -3.12115], [5.04473, -2.47713, 6.28722], [3.54976, -2.30343, -1.18016], [-5.58947, -1.93075, -2.12043], [-1.02523, 0.45628, -2.22422], [1.82615, -3.41196, 3.94668], [-2.95721, 0.96423, -1.70813], [0.39655, 0.75056, -2.98398], [-7.64639, 1.53159, -0.37124], [-6.20542, -0.56007, -1.46686], [-6.07189, 1.17269, 1.31198], [4.41381, -3.05870, -7.21893], [-6.14932, -0.05009, 3.71148], [2.66291, -4.80250, 4.17366], [-4.29826, -1.41419, 3.45228], [1.42722, 0.80605, 1.63828], [-2.88606, -1.99749, 2.86005], [7.10495, 2.21020, 4.43022], [-10.90349, 1.66103, 1.29555], [2.47021, -2.01054, -6.01489], [0.95229, -1.70681, -5.47735], [-5.45406, 3.14269, 1.99332], [-7.35881, -0.97151, 3.10042], [-4.56442, 1.55342, -3.36446], [3.64578, -0.24451, -3.36967], [-9.90823, 3.16317, -3.81438], [3.33652, -0.43968, 1.07596], [2.29539, 2.65349, 5.89499], [5.61056, -1.80534, -3.25849], [6.37674, 1.05694, -3.42093], [-0.38643, -3.36280, -1.60632], [5.70226, -1.18081, -6.38932], [1.29510, -1.22418, -1.21733], [0.62973, 2.20221, 5.57887], [-3.00813, 1.93744, 1.47310], [-9.51643, 2.26356, 0.66443], [4.74714, -2.10314, -4.68310], [6.75872, -0.82252, -0.07839], [-3.81472, 0.55325, 2.03355], [-1.38680, -1.83251, -2.74559], [3.54411, -0.66300, 5.21343], [5.88678, 2.96463, 3.63513], [-3.73638, 5.67517, 1.36240], [-2.66945, 4.56850, 1.93007], [2.15509, 0.35866, -1.06093], [-0.16544, -0.76340, 0.07770], [-5.70412, 4.69811, 2.44434], [7.32712, -0.97267, -6.43150], [3.85137, -1.56406, -7.58636], [6.67048, -0.31979, -4.25976], [1.01288, 1.75892, 3.50661], [0.53758, 3.77658, 0.94527], [-0.12822, 4.11564, 2.40371], [4.71927, -5.18701, -3.37466], [4.22877, -3.63060, -3.52387], [4.47224, -0.84445, -1.07469], [2.37649, -1.95209, 0.83708], [-8.73014, 4.30198, -3.83610], [2.60174, -1.59937, -3.44709], [0.07796, -3.61463, -3.15752], [-6.90929, 1.79110, -2.80059], [5.65120, -1.43618, 7.39803], [6.72186, -0.65286, -1.70785], [2.08643, -1.71155, 5.47271]],
  "fmax_ha_per_bohr": 0.095,
  "e_lumo_ha": -0.0160,
  "homo_ev": -8.82,
  "spin_multiplicity": 1,
  "orbital_gap_ev": 8.38
}

---

2.
{
  "formula": "C24H33AsF5IrO6PS",
  "method": "ωB97M-V with the def2-TZVPD basis set",
  "symbols": ["Ir", "As", "S", "P", "F", "F", "F", "F", "F", "O", "O", "O", "O", "O", "O", "C", "C", "C", "C", "C", "C", "C", "C", "C", "C", "C", "C", "C", "C", "C", "C", "C", "C", "C", "C", "C", "C", "C", "C", "H", "H", "H", "H", "H", "H", "H", "H", "H", "H", "H", "H", "H", "H", "H", "H", "H", "H", "H", "H", "H", "H", "H", "H", "H", "H", "H", "H", "H", "H", "H", "H", "H"],
  "positions_angstrom": [[0.54542, 0.08786, -0.19895], [-1.50116, -1.07521, -0.34508], [2.08054, -1.02019, -1.56884], [-0.02259, 1.22635, -1.96604], [1.54818, -5.41258, 1.10722], [3.52267, -5.58740, -3.15733], [3.19832, -2.94786, -3.41827], [1.25167, -2.78877, 0.88810], [2.69675, -6.85683, -0.89638], [-1.11527, 2.30644, -1.60372], [1.88446, -0.28186, 1.40822], [1.22492, 2.02997, -2.53094], [-0.34482, 1.30328, 1.20137], [-0.61852, 0.59686, -3.28535], [-0.20647, 5.30018, 3.68248], [0.01234, -0.39052, -4.12531], [-2.64849, -3.60857, -1.16239], [1.69627, 3.97641, 3.60512], [-2.17844, -1.11599, 1.47189], [2.22151, -2.75401, -1.27569], [3.77843, 0.38559, 2.60372], [1.83247, -3.43719, -0.13398], [1.70796, 1.86983, 2.38250], [-0.30360, 3.26069, 2.41761], [-2.95761, -0.34603, -1.42301], [0.35958, 2.10584, 1.96697], [2.39451, 0.65065, 2.09035], [-1.56174, 5.57739, 3.34817], [2.97054, -4.89461, -2.16797], [-1.23180, -1.77939, 2.46637], [0.34954, 4.17601, 3.21997], [2.55201, -5.54502, -1.01732], [2.79687, -3.52754, -2.28495], [-1.70750, 3.19594, -2.57582], [1.97422, -4.80702, 0.00015], [-4.34610, -0.54150, -0.81762], [2.33699, 2.85205, 3.19407], [2.28787, 2.57931, -1.73333], [-1.30840, -2.92324, -0.91231], [4.06100, -0.63004, 2.34336], [-0.75655, -3.43092, -0.12366], [-2.75473, 0.71529, -1.54403], [4.47536, 1.08315, 2.13397], [3.84856, 0.52247, 3.68189], [-2.35175, -0.07279, 1.73517], [-3.20460, -3.14763, -1.97777], [-4.43660, -0.04036, 0.14526], [-1.96246, 2.65022, -3.48097], [-2.87752, -0.80619, -2.40850], [-2.22249, 4.80051, 3.73669], [3.18468, 2.54635, -2.34404], [-1.79585, 6.52626, 3.81923], [-2.60125, 3.59891, -2.10989], [-1.68484, 5.66436, 2.26706], [-3.27812, -3.60901, -0.27199], [-3.14087, -1.62773, 1.42921], [-1.32425, 3.39909, 2.09525], [-2.47102, -4.64909, -1.43395], [-1.63596, -1.68038, 3.47343], [-5.09056, -0.10528, -1.48370], [2.45459, 1.99440, -0.82640], [-0.24713, -1.31294, 2.45754], [-0.62326, -0.47889, -5.00134], [-0.67985, -2.92761, -1.80412], [0.07803, -1.34124, -3.59963], [-4.60525, -1.58987, -0.67975], [2.17513, 4.71827, 4.22751], [3.35978, 2.69455, 3.50737], [-1.00960, 3.99934, -2.80271], [2.04026, 3.60568, -1.46982], [1.01073, -0.06509, -4.40851], [-1.10511, -2.84313, 2.26417]],
  "fmax_ha_per_bohr": 0.014,
  "e_above_lowest_kj_mol": 0.0,
  "e_lumo_ha": -0.1421,
  "total_charge": 1,
  "homo_ev": -10.64,
  "spin_multiplicity": 1,
  "orbital_gap_ev": 6.77
}

---

3.
{
  "formula": "C4H9N2O",
  "method": "ωB97M-V with the def2-TZVPD basis set",
  "symbols": ["O", "N", "N", "C", "C", "C", "C", "H", "H", "H", "H", "H", "H", "H", "H", "H"],
  "positions_angstrom": [[-3.53644, 0.12273, -0.57831], [-0.61678, -0.82806, 1.04411], [-2.65121, 0.12073, 0.22462], [0.90759, -0.52907, -0.95847], [-0.20681, 1.47340, 0.30462], [-0.21740, 0.03755, -0.04207], [-1.49615, -0.69084, -0.01289], [1.92939, -0.41135, -0.43659], [-0.20303, 2.12744, -0.62258], [1.10868, 0.22021, -1.75645], [-1.60934, -1.60362, -0.79923], [-1.02504, 1.70058, 0.95656], [0.57273, -1.59731, -1.19974], [0.69300, 1.96242, 0.77984], [-0.80529, -0.57636, 2.01717], [-0.18923, -1.82772, 0.99964]],
  "fmax_ha_per_bohr": 0.130,
  "e_above_lowest_kj_mol": 557.5,
  "e_lumo_ha": -0.1786,
  "total_charge": 1,
  "homo_ev": -13.95,
  "spin_multiplicity": 1,
  "orbital_gap_ev": 9.09
}